Record 1
Density functional theory data (ωB97M-V with the def2-TZVPD basis set) for one molecule with the formula C5H10S in a non-equilibrium geometry.

ORCA input file:
```
! RIJCOSX wB97M-V def2-TZVPD def2/J DEFGRID3
* xyz 0 1
C -0.8615 1.9088 0.0701
C -0.3738 0.6942 0.1793
C -1.2381 -0.4626 0.6335
C -1.6971 -1.3180 -0.5619
S 1.2604 0.4507 -0.3296
C 1.6542 -1.1279 0.3404
H -0.2818 2.8379 -0.1481
H -1.8705 2.1103 0.1983
H -0.5660 -1.0577 1.2137
H -2.0234 -0.0938 1.3633
H -2.3265 -2.1573 -0.2950
H -2.3392 -0.7203 -1.2756
H -0.8506 -1.7415 -1.1430
H 2.6629 -1.3959 0.0421
H 1.4870 -1.2400 1.4171
H 1.0388 -1.9189 -0.0668
*
```

Summary:
E ... -594.65530 hartree
Structure (SMILES) ... C=C(CC)SC
M ... 102.20 g/mol
Energy above the lowest of the compared OMol25 structures with the same formula, charge and spin ... 104.4 kJ/mol
Highest occupied orbital energy ... -8.07 eV
LUMO energy ... 0.0339 hartree

natural (NBO) charges in e: -0.43, -0.16, -0.44, -0.61, 0.30, -0.78, 0.20, 0.19, 0.21, 0.23, 0.21, 0.21, 0.21, 0.24, 0.22, 0.21

***

Record 2
Density functional theory data (ωB97M-V with the def2-TZVPD basis set) for a 2-piece molecular cluster, C5H10Si overall in a non-equilibrium geometry.

ORCA input file:
```
! RIJCOSX wB97M-V def2-TZVPD def2/J DEFGRID3
* xyz 0 1
C 3.4696 -0.0245 0.2962
C 2.2760 -0.0580 0.1950
C -0.7577 -1.7793 0.3888
C -0.9470 1.2863 1.2445
C -0.5828 0.5150 -1.8229
Si -0.3205 0.0193 -0.0138
H 4.5219 -0.0043 0.3786
H -1.8328 -1.9447 0.3738
H -0.3069 -2.4580 -0.3285
H -0.3924 -2.0528 1.3731
H -1.9415 1.6447 0.9819
H -0.9975 0.8620 2.2435
H -0.2873 2.1480 1.2847
H 0.1426 0.0238 -2.4641
H -1.5750 0.2360 -2.1717
H -0.4687 1.5864 -1.9591
*
```

Summary:
E ... -485.89912 hartree
M ... 98.22 g/mol
Energy above the lowest of the compared OMol25 structures with the same formula, charge and spin ... 178.5 kJ/mol
Highest occupied orbital energy ... -9.19 eV
LUMO energy ... 0.0270 hartree

natural (NBO) charges in e: -0.39, -0.39, -1.15, -1.15, -1.15, 1.73, 0.22, 0.24, 0.26, 0.26, 0.25, 0.25, 0.26, 0.26, 0.24, 0.25